DFT (ωB97M-V with the def2-TZVPD basis set) results for a molecular structure, C29H62FGaO18P at a distorted geometry.

The electronic energy is -4862.64469 Eh. For the molar mass, the calculation gives 818.49 Da. The calculation puts the gap between HOMO and LUMO at 5.83 eV.

Structure (ORCA input):
```
! wB97M-V def2-TZVPD RIJCOSX def2/J DEFGRID3
* xyz -1 1
C 4.57849 -2.13074 1.24415
C 4.78386 -0.58908 1.56455
C 4.03608 0.35954 0.52504
C 3.05746 1.39143 1.22705
C 1.78375 1.74722 0.33650
C 0.46070 1.83411 1.18783
C -0.62748 0.75895 0.80177
Ga 0.06574 -1.16529 0.84537
F 1.70436 -1.28252 1.77521
C 0.29646 -1.81467 -1.11544
C 1.59893 -2.67709 -1.25815
O 1.65855 -3.34409 -2.54393
P -1.42140 -2.71390 1.83173
O -0.60755 -3.72041 2.97870
O -2.70339 -1.92326 2.63700
H 5.44672 -2.50791 0.66024
H 3.68564 -2.28035 0.59646
H 4.37906 -2.70855 2.16898
H 5.88255 -0.39077 1.57410
H 4.42838 -0.39092 2.60053
H 3.47327 -0.24682 -0.21879
H 4.85734 0.91826 0.01268
H 3.65190 2.31521 1.43026
H 2.69114 0.98479 2.19137
H 1.71179 1.08180 -0.54895
H 1.96986 2.77924 -0.05591
H -0.00463 2.83263 0.97783
H 0.68094 1.82388 2.27674
H -0.97844 1.00702 -0.23293
H -1.50193 0.90785 1.49153
H 0.28006 -0.97928 -1.84741
H -0.54501 -2.52494 -1.32607
H 1.63334 -3.40094 -0.41435
H 2.45113 -1.96281 -1.21357
H 2.55634 -3.67916 -2.62013
H 0.00824 -4.27260 2.49334
H -2.49222 -0.98083 2.65167
C -0.69744 -1.33068 -9.11681
C -0.00354 -0.57234 -8.00179
O -0.49843 -0.96253 -6.71692
C -0.08230 -2.15579 -6.27887
O 0.66282 -2.90127 -6.85948
O -0.65017 -2.38160 -5.09826
C -0.37059 -3.67612 -4.55553
H -1.78037 -1.21272 -9.04036
H -0.36733 -0.96651 -10.09095
H -0.48682 -2.39878 -9.06063
H -0.21755 0.49217 -8.10315
H 1.08065 -0.68990 -8.04729
H 0.69600 -3.85555 -4.49541
H -0.85765 -4.44458 -5.16074
H -0.78238 -3.70932 -3.55114
C -5.40827 5.09965 1.00352
C -6.59051 4.27683 0.52849
O -6.24447 2.89756 0.37196
C -6.11565 2.20793 1.50911
O -6.27545 2.63914 2.62003
O -5.76249 0.96223 1.19849
C -5.48667 0.13625 2.33382
H -4.55769 4.96582 0.33259
H -5.66888 6.15870 1.04093
H -5.08414 4.79157 1.99740
H -6.90165 4.62566 -0.45676
H -7.44879 4.38114 1.19527
H -6.32640 0.12612 3.02843
H -4.58103 0.48205 2.83252
H -5.32068 -0.87739 1.97587
C 0.71143 5.05964 -12.00001
C 1.44825 5.28018 -10.69288
O 0.54183 5.44220 -9.59581
C -0.04619 4.32255 -9.17037
O 0.12574 3.21848 -9.61676
O -0.87735 4.64495 -8.17662
C -1.65534 3.54695 -7.69934
H -0.00138 5.86775 -12.17590
H 1.41419 5.01767 -12.83334
H 0.14402 4.12915 -11.98381
H 2.02137 6.20566 -10.75226
H 2.15487 4.47421 -10.48707
H -1.02100 2.71199 -7.40473
H -2.36589 3.23569 -8.46574
H -2.21082 3.88570 -6.82774
C 2.76930 -2.92734 5.17056
C 4.12044 -2.36861 5.55750
O 4.40785 -2.57680 6.95209
C 4.73925 -3.81910 7.29232
O 4.83171 -4.76186 6.55325
O 4.94016 -3.84698 8.61576
C 5.20298 -5.15089 9.12707
H 1.98854 -2.50976 5.80905
H 2.54494 -2.68497 4.12959
H 2.72794 -4.01063 5.28758
H 4.11768 -1.28969 5.40151
H 4.91696 -2.78529 4.93776
H 6.03907 -5.61821 8.60737
H 4.30929 -5.77049 9.04653
H 5.46119 -5.04357 10.17901
C -2.65013 2.25256 7.90119
C -1.32196 1.60644 7.55606
O -1.40325 0.17844 7.59536
C -2.04082 -0.38464 6.56407
O -2.52733 0.19758 5.63119
O -2.05904 -1.70130 6.75675
C -2.80725 -2.41451 5.76473
H -3.00960 1.89090 8.86694
H -2.54869 3.33818 7.94320
H -3.41376 2.00862 7.16262
H -0.57746 1.88891 8.30110
H -0.95149 1.94021 6.58509
H -2.45628 -2.18233 4.76168
H -3.86921 -2.18180 5.86208
H -2.66687 -3.47865 5.94395
*
```